Model 1:
ORCA calculation (wB97M-V/def2-TZVPD) on C4H8S2 in the gas phase.

The geometry in ORCA input format:
```
! wB97M-V def2-TZVPD RIJCOSX def2/J DEFGRID3
* xyz 0 1
C 0.86 0.55 2.05
C -0.21 -0.93 0.00
C -0.81 -1.72 0.86
C -0.71 -0.43 -1.31
H 0.71 -0.10 2.90
H -0.05 1.14 1.95
H 1.74 1.16 2.36
H -0.48 -2.13 1.86
H -1.66 -2.28 0.49
H -1.71 -0.89 -1.48
H -0.06 -0.71 -2.14
H -1.59 1.60 -0.45
S 1.40 -0.27 0.61
S -0.88 1.35 -1.55
*
```

As for the HOMO-LUMO gap: 9.22 eV. The calculation puts the molar mass at 120.2 g mol⁻¹. The calculation puts the LUMO energy at 0.0293 hartree. As for the SMILES: C=C(CS)SC. The calculation puts the HOMO energy at -8.423 eV.

Model 2:
ORCA calculation (wB97M-V/def2-TZVPD) on C4H8S2 in the gas phase.

The geometry in ORCA input format:
```
! wB97M-V def2-TZVPD RIJCOSX def2/J DEFGRID3
* xyz 0 1
C 0.65 -2.63 0.54
C 0.33 0.25 0.50
C 0.09 1.48 -0.26
C -1.19 1.82 -0.91
H 0.43 -2.41 1.67
H -0.19 -3.20 0.14
H 1.58 -3.17 0.21
H -0.52 -0.10 1.19
H 1.13 0.50 1.10
H -1.64 1.38 -1.77
H -0.99 2.85 -1.17
H -1.88 1.85 -0.20
S 0.73 -1.15 -0.60
S 1.48 2.52 -0.45
*
```

As for the HOMO-LUMO gap: 8.10 eV. The calculation puts the molar mass at 120.2 g mol⁻¹. The calculation puts the LUMO energy at -0.0220 hartree. As for the SMILES: CSCC(C)=S. The calculation puts the HOMO energy at -8.699 eV.

Top of the stability list: model 1, leading by 0.764 eV.

Model 1:
ORCA calculation (wB97M-V/def2-TZVPD) on CH2BF3 in the gas phase.

The geometry in ORCA input format:
```
! wB97M-V def2-TZVPD RIJCOSX def2/J DEFGRID3
* xyz 0 1
B -0.54 0.83 0.39
C 0.20 -0.56 -0.13
F 0.34 -1.65 0.58
F -0.36 -1.02 -1.38
F 1.52 -0.23 -0.45
H -0.76 1.43 -0.55
H -0.39 1.20 1.54
*
```

As for the HOMO-LUMO gap: 11.46 eV. The calculation puts the molar mass at 81.8 g mol⁻¹. The calculation puts the LUMO energy at -0.0421 hartree. As for the SMILES: BC(F)(F)F. The calculation puts the HOMO energy at -12.608 eV.

Model 2:
ORCA calculation (wB97M-V/def2-TZVPD) on a molecular structure, CH2BF3.

The geometry in ORCA input format:
```
! wB97M-V def2-TZVPD RIJCOSX def2/J DEFGRID3
* xyz 0 1
B 1.26 -0.06 0.04
C -0.83 0.04 -0.02
F -1.30 -0.72 0.98
F -1.28 1.28 0.17
F -1.32 -0.43 -1.17
H 1.74 -1.07 0.27
H 1.73 0.95 -0.28
*
```

As for the HOMO-LUMO gap: 9.83 eV. The calculation puts the molar mass at 81.8 g mol⁻¹. The calculation puts the LUMO energy at -0.0314 hartree. The calculation puts the HOMO energy at -10.683 eV.

Top of the stability list: model 1, leading by 0.906 eV.

Model 1:
ORCA calculation (wB97M-V/def2-TZVPD) on 2 unconnected molecules or ions with the total composition C12H14NO2.

The geometry in ORCA input format:
```
! wB97M-V def2-TZVPD RIJCOSX def2/J DEFGRID3
* xyz -1 1
C 0.73 3.83 0.86
C 0.39 2.40 1.06
C 1.37 1.52 1.24
C -0.85 1.79 1.04
C -0.52 0.42 1.38
C -2.18 1.93 0.82
C -1.39 -0.67 1.41
C -3.18 0.89 0.93
C -2.71 -0.42 1.21
N 0.92 0.23 1.65
H 1.11 3.94 -0.16
H 1.38 4.63 1.18
H 2.44 1.80 1.33
H 1.44 -0.69 1.34
H -2.45 2.99 0.37
H -0.94 -1.78 1.52
H -4.20 0.96 0.89
H -3.43 -1.21 1.52
H -0.35 4.33 0.81
C 0.41 -1.62 -2.36
C 0.38 -2.25 -3.79
C 1.62 -2.26 -1.45
O 2.57 -2.81 -1.98
O 1.47 -2.29 -0.26
H 0.85 -0.58 -2.40
H -0.35 -1.80 -1.71
H 0.97 -3.09 -3.72
H 0.93 -1.64 -4.54
H -0.68 -2.09 -4.15
*
```

As for the HOMO-LUMO gap: 7.19 eV. The calculation puts the molar mass at 204.2 g mol⁻¹. The calculation puts the LUMO energy at 0.1145 hartree. The calculation puts the HOMO energy at -4.070 eV.

Model 2:
ORCA calculation (wB97M-V/def2-TZVPD) on 2 unconnected molecules or ions with the total composition C12H14NO2.

The geometry in ORCA input format:
```
! wB97M-V def2-TZVPD RIJCOSX def2/J DEFGRID3
* xyz -1 1
C -2.06 0.65 -2.46
C -1.26 -1.05 0.73
C -1.43 -1.14 -0.65
C -1.56 0.21 -1.14
C -1.32 0.99 -0.05
C -0.97 -2.16 1.54
C -0.96 -3.39 0.96
C -1.20 -3.52 -0.44
C -1.37 -2.42 -1.23
N -1.09 0.26 1.08
H -0.72 -1.91 2.57
H -0.72 -4.31 1.50
H -0.62 0.60 1.92
H -1.37 -4.52 -0.81
H -1.34 2.07 -0.05
H -1.45 -2.52 -2.31
H -2.89 0.03 -2.81
H -1.31 0.55 -3.26
H -2.41 1.68 -2.52
C 2.15 2.21 0.51
C 3.45 1.61 0.02
C 2.00 2.35 2.04
O 1.12 1.63 2.59
O 2.76 3.17 2.58
H 1.90 3.18 0.06
H 1.31 1.66 0.07
H 4.18 2.23 -0.48
H 3.24 0.86 -0.76
H 3.93 0.99 0.79
*
```

As for the HOMO-LUMO gap: 7.50 eV. The calculation puts the molar mass at 204.2 g mol⁻¹. The calculation puts the LUMO energy at 0.1149 hartree. The calculation puts the HOMO energy at -4.371 eV.

Top of the stability list: model 2, leading by 3.528 eV.

Model 1:
ORCA calculation (wB97M-V/def2-TZVPD) on C20H32N2O7S in the gas phase.

The geometry in ORCA input format:
```
! wB97M-V def2-TZVPD RIJCOSX def2/J DEFGRID3
* xyz 0 1
C 6.78 0.05 1.60
C 5.36 -0.19 1.17
C 4.32 0.49 1.79
C 3.01 0.27 1.41
C 2.75 -0.62 0.40
C 3.76 -1.32 -0.23
C 5.07 -1.10 0.16
H 5.88 -1.63 -0.33
H 3.51 -2.02 -1.01
S 1.08 -0.93 -0.12
O 0.88 -2.36 -0.22
O 0.15 -0.23 0.72
N 1.02 -0.41 -1.71
H 0.16 -0.77 -2.12
C 1.21 1.01 -2.01
H 0.67 1.21 -2.93
C 2.70 1.30 -2.25
H 3.12 0.53 -2.89
H 2.80 2.27 -2.72
H 3.23 1.31 -1.30
C 0.69 1.89 -0.87
O 1.46 2.33 -0.03
N -0.63 2.18 -0.84
C -1.63 1.72 -1.79
H -1.24 1.72 -2.80
H -2.45 2.44 -1.73
C -2.20 0.32 -1.49
H -3.29 0.35 -1.52
O -1.74 -0.61 -2.47
C -2.44 -1.84 -2.43
H -3.52 -1.66 -2.54
C -2.21 -2.67 -1.16
O -3.01 -2.18 -0.10
C -2.43 -2.34 1.18
C -3.38 -1.84 2.27
O -3.50 -0.44 2.34
C -4.44 0.10 1.44
C -4.37 1.63 1.46
O -3.37 2.18 0.64
C -2.07 2.18 1.21
C -1.13 2.95 0.28
H -1.66 3.83 -0.10
H -0.25 3.27 0.84
H -1.69 1.17 1.38
H -2.10 2.70 2.18
H -4.24 1.96 2.50
H -5.31 2.03 1.07
H -5.45 -0.21 1.74
H -4.26 -0.27 0.42
H -4.37 -2.30 2.13
H -2.97 -2.15 3.23
H -2.21 -3.40 1.35
H -1.48 -1.78 1.23
H -2.48 -3.71 -1.37
H -1.15 -2.63 -0.89
H -2.07 -2.40 -3.29
H -1.88 0.01 -0.49
H 2.19 0.80 1.87
H 4.54 1.20 2.58
H 6.95 1.10 1.82
H 6.99 -0.52 2.51
H 7.48 -0.27 0.84
*
```

As for the HOMO-LUMO gap: 9.86 eV. The calculation puts the molar mass at 444.5 g mol⁻¹. The calculation puts the LUMO energy at 0.0283 hartree. As for the SMILES: Cc1ccc(S(=O)(=O)N[C@H](C)C(=O)N2CCOCCOCCOCCOCC2)cc1. The calculation puts the HOMO energy at -9.091 eV.

Model 2:
ORCA calculation (wB97M-V/def2-TZVPD) on C20H32N2O7S in the gas phase.

The geometry in ORCA input format:
```
! wB97M-V def2-TZVPD RIJCOSX def2/J DEFGRID3
* xyz 0 1
C -6.80 -1.18 -0.91
C -5.41 -0.96 -0.41
C -4.88 -1.74 0.61
C -3.60 -1.52 1.08
C -2.85 -0.50 0.53
C -3.35 0.30 -0.48
C -4.63 0.06 -0.95
H -5.03 0.68 -1.73
H -2.73 1.09 -0.88
S -1.20 -0.23 1.13
O -0.95 -1.12 2.23
O -0.26 -0.28 0.04
N -1.26 1.34 1.72
H -1.48 1.32 2.70
C -0.15 2.22 1.41
H 0.78 1.83 1.83
C -0.43 3.62 1.96
H 0.37 4.29 1.70
H -1.36 3.99 1.54
H -0.53 3.58 3.05
C -0.08 2.32 -0.12
O -1.11 2.40 -0.77
N 1.14 2.41 -0.70
C 2.40 2.29 0.00
H 2.41 2.95 0.87
H 3.17 2.63 -0.69
C 2.72 0.86 0.49
H 3.65 0.51 0.02
O 2.88 0.90 1.89
C 3.42 -0.27 2.47
H 4.24 -0.65 1.85
C 2.40 -1.42 2.70
O 2.70 -2.59 1.98
C 2.02 -2.81 0.76
C 2.96 -2.69 -0.45
O 2.33 -3.06 -1.66
C 1.52 -2.06 -2.25
C 2.35 -1.01 -3.02
O 2.31 0.30 -2.48
C 1.08 0.96 -2.70
C 1.16 2.38 -2.15
H 2.08 2.86 -2.50
H 0.30 2.94 -2.50
H 0.25 0.44 -2.20
H 0.87 1.00 -3.78
H 2.03 -0.98 -4.07
H 3.40 -1.30 -2.99
H 0.90 -1.56 -1.49
H 0.86 -2.60 -2.93
H 3.36 -1.67 -0.52
H 3.79 -3.39 -0.32
H 1.64 -3.84 0.78
H 1.17 -2.13 0.66
H 2.44 -1.71 3.75
H 1.39 -1.07 2.48
H 3.82 0.06 3.43
H 1.90 0.19 0.20
H -3.17 -2.12 1.87
H -5.48 -2.54 1.04
H -7.47 -0.44 -0.48
H -6.84 -1.08 -1.99
H -7.16 -2.17 -0.63
*
```

As for the HOMO-LUMO gap: 9.54 eV. The calculation puts the molar mass at 444.5 g mol⁻¹. The calculation puts the LUMO energy at 0.0218 hartree. As for the SMILES: Cc1ccc(S(=O)(=O)N[C@H](C)C(=O)N2CCOCCOCCOCCOCC2)cc1. The calculation puts the HOMO energy at -8.948 eV.

Top of the stability list: model 1, leading by 0.279 eV.

Model 1:
ORCA calculation (wB97M-V/def2-TZVPD) on 2 unconnected molecules or ions with the total composition C2H7S.

The geometry in ORCA input format:
```
! wB97M-V def2-TZVPD RIJCOSX def2/J DEFGRID3
* xyz -1 1
C -2.25 -1.76 -2.73
H -3.42 -1.61 -2.76
H -2.00 -2.78 -2.36
H -1.70 -1.58 -3.61
H -1.78 -1.07 -1.96
C 2.17 1.70 2.57
S 2.62 2.72 4.21
H 1.89 0.75 2.93
H 3.08 1.60 1.94
H 1.38 2.04 1.77
*
```

As for the HOMO-LUMO gap: 4.87 eV. The calculation puts the molar mass at 63.1 g mol⁻¹. The calculation puts the LUMO energy at 0.1023 hartree. The calculation puts the HOMO energy at -2.087 eV.

Model 2:
ORCA calculation (wB97M-V/def2-TZVPD) on 2 unconnected molecules or ions with the total composition C2H7S.

The geometry in ORCA input format:
```
! wB97M-V def2-TZVPD RIJCOSX def2/J DEFGRID3
* xyz -1 1
C 0.71 0.47 2.48
H -0.19 0.81 2.99
H 0.98 1.20 1.71
H 1.51 0.29 3.18
H 0.45 -0.43 1.91
C -0.74 -0.56 -2.55
S -0.07 0.62 -1.30
H -1.51 -1.23 -2.12
H 0.08 -1.15 -2.93
H -1.23 -0.02 -3.37
*
```

As for the HOMO-LUMO gap: 6.33 eV. The calculation puts the molar mass at 63.1 g mol⁻¹. The calculation puts the LUMO energy at 0.1589 hartree. The calculation puts the HOMO energy at -2.002 eV.

Top of the stability list: model 2, leading by 0.700 eV.

Model 1:
ORCA calculation (wB97M-V/def2-TZVPD) on C5H10NO in the gas phase.

The geometry in ORCA input format:
```
! wB97M-V def2-TZVPD RIJCOSX def2/J DEFGRID3
* xyz 0 2
O 0.44 -1.87 1.01
C 0.93 -2.03 -0.16
C -0.02 -1.24 -1.08
C -0.96 -0.30 -0.43
C -0.36 1.01 0.28
C -0.49 2.23 -0.09
N 0.50 0.59 1.35
H 1.90 -2.35 -0.46
H -0.54 -2.01 -1.72
H 0.77 -0.70 -1.65
H -1.55 0.10 -1.51
H -1.83 -0.72 0.17
H 0.12 3.03 0.37
H -1.23 2.62 -0.80
H 0.19 -0.24 1.88
H 0.64 1.41 1.98
H 1.48 0.47 0.86
*
```

As for the HOMO-LUMO gap (alpha / beta): 4.29 / 7.98 eV. The calculation puts the molar mass at 100.1 g mol⁻¹. The calculation puts the LUMO energy (alpha / beta) at 0.0120 / 0.0086 hartree. The calculation puts the HOMO energy (alpha / beta) at -3.960 / -7.746 eV.

Model 2:
ORCA calculation (wB97M-V/def2-TZVPD) on C5H10NO in the gas phase.

The geometry in ORCA input format:
```
! wB97M-V def2-TZVPD RIJCOSX def2/J DEFGRID3
* xyz 0 2
C 0.35 1.81 -1.13
O 1.44 2.31 -1.79
C 0.16 0.34 -1.32
C -1.08 -0.32 -0.73
C -0.87 -0.93 0.64
C 0.15 -0.66 1.46
N 0.79 -1.60 2.29
H -0.61 2.34 -1.35
H 0.54 2.13 -0.08
H 0.99 -0.23 -0.88
H 0.38 0.20 -2.40
H -1.90 0.42 -0.70
H -1.49 -0.99 -1.49
H -1.69 -1.61 0.86
H 0.52 0.36 1.49
H 1.27 -2.41 1.95
H 1.06 -1.16 3.16
*
```

As for the HOMO-LUMO gap (alpha / beta): 9.10 / 6.84 eV. The calculation puts the molar mass at 100.1 g mol⁻¹. The calculation puts the LUMO energy (alpha / beta) at 0.0368 / -0.0463 hartree. The calculation puts the HOMO energy (alpha / beta) at -8.097 / -8.096 eV.

Top of the stability list: model 2, leading by 1.786 eV.